{"formula": "H12O6", "method": "wB97M-V/def2-TZVPD", "lumo_ha": 0.005, "spin_multiplicity": 1, "total_energy_ev": -12479.5555, "relative_energy_kj_mol": 150.35, "e_homo_ev": -10.95, "smiles": "O.O.O.O.O.O", "elements": ["O", "O", "O", "O", "O", "O", "H", "H", "H", "H", "H", "H", "H", "H", "H", "H", "H", "H"], "xyz": [[10.956, -18.628, 22.065], [8.511, -18.948, 20.807], [10.816, -15.249, 21.182], [7.699, -19.141, 23.884], [12.817, -19.521, 19.758], [13.204, -16.779, 22.191], [12.871, -16.341, 22.974], [11.494, -19.213, 21.533], [10.326, -15.995, 21.446], [7.066, -19.775, 23.510], [9.407, -18.652, 21.119], [11.633, -17.999, 22.299], [8.638, -19.897, 20.687], [10.364, -14.499, 21.611], [12.605, -20.118, 19.056], [12.421, -18.664, 19.463], [8.383, -19.218, 23.200], [12.530, -16.851, 21.546]]}

=====

{"formula": "H12O6", "method": "wB97M-V/def2-TZVPD", "lumo_ha": 0.011, "spin_multiplicity": 1, "total_energy_ev": -12479.9652, "relative_energy_kj_mol": 110.82, "e_homo_ev": -11.15, "smiles": "O.O.O.O.O.O", "elements": ["O", "O", "O", "O", "O", "O", "H", "H", "H", "H", "H", "H", "H", "H", "H", "H", "H", "H"], "xyz": [[-0.915, 1.990, -0.119], [1.732, 1.366, -0.371], [1.963, -1.099, 0.875], [-0.642, -0.288, 1.906], [0.342, -1.478, -1.416], [-2.130, -0.631, -0.359], [1.457, -1.736, 0.291], [-2.522, -1.505, -0.458], [-0.651, -1.447, -1.351], [-0.335, 0.585, 2.105], [0.891, 1.899, -0.479], [2.035, -0.333, 0.281], [0.650, -0.604, -1.537], [-1.428, 1.390, -0.819], [0.160, -0.716, 1.452], [-0.793, 1.357, 0.547], [-1.986, -0.597, 0.588], [2.172, 1.848, -1.135]]}

=====

{"formula": "H12O6Ti", "method": "wB97M-V/def2-TZVPD", "lumo_ha": [-0.109, -0.125], "spin_multiplicity": 4, "s_squared": 3.7515, "total_energy_ev": -35587.8628, "charge": 1, "relative_energy_kj_mol": 68.54, "e_homo_ev": [-7.77, -15.26], "elements": ["Ti", "O", "O", "O", "O", "O", "O", "H", "H", "H", "H", "H", "H", "H", "H", "H", "H", "H", "H"], "xyz": [[21.429, 11.207, -4.629], [22.114, 12.034, -6.821], [22.616, 9.158, -4.465], [19.437, 10.181, -5.068], [20.171, 11.940, -2.733], [21.404, 14.320, -4.560], [23.415, 12.005, -3.500], [18.904, 9.807, -4.348], [21.633, 11.612, -7.545], [19.356, 12.162, -3.213], [19.981, 12.151, -1.811], [21.900, 14.801, -5.235], [22.059, 14.048, -3.907], [22.101, 12.976, -7.026], [18.809, 10.620, -5.660], [22.044, 8.669, -3.858], [23.486, 8.745, -4.384], [23.834, 12.864, -3.644], [23.640, 11.759, -2.592]]}

=====

{"formula": "H13O6S", "method": "wB97M-V/def2-TZVPD", "lumo_ha": 0.126, "spin_multiplicity": 1, "total_energy_ev": -23333.6604, "charge": -1, "relative_energy_kj_mol": 76.15, "e_homo_ev": -4.67, "elements": ["S", "O", "O", "O", "O", "O", "O", "H", "H", "H", "H", "H", "H", "H", "H", "H", "H", "H", "H", "H"], "xyz": [[0.537, 0.547, -0.080], [-1.582, -3.896, 0.778], [0.593, -0.795, 3.151], [-1.003, -1.060, -3.344], [-2.279, -0.814, 0.399], [3.901, 1.887, -0.038], [0.215, 3.589, -0.758], [0.778, -0.965, 2.237], [-2.585, -0.355, 1.175], [-2.418, -3.462, 0.630], [3.011, 1.517, -0.181], [-0.052, 3.168, -1.599], [0.963, 0.099, 3.305], [-0.216, -1.234, -2.786], [0.250, 2.762, -0.246], [-1.096, -3.272, 1.316], [3.676, 2.810, 0.187], [0.626, 0.266, -1.396], [-1.629, -0.647, -2.735], [-1.691, -0.146, -0.017]]}